1.
20
Properties=species:S:1:pos:R:3:forces:R:3 method="wB97M-V/def2-TZVPD" lumo_ev=-4.643 de_lowest_kcal_mol=85.26 homo_lumo_gap_ha=0.3442 multiplicity=1 total_charge=+1
C 1.081073 0.315101 0.329140 1.31 -2.09 -0.84
C 0.726567 -3.499570 -1.799742 -0.09 1.36 0.32
C 0.444446 2.222315 1.688664 2.04 1.12 0.86
C -1.174887 0.545072 1.108375 -1.79 -1.89 0.42
C -0.345113 1.983287 -0.735397 0.05 2.38 2.55
C 0.031585 1.243844 0.552133 -0.54 1.12 1.57
N 1.227114 -2.486690 -1.555677 -0.21 -0.54 -0.65
N 0.181427 -4.651814 -2.011061 -4.14 0.33 -0.97
S 1.959990 -0.839089 -0.083106 -0.59 2.12 1.10
H 1.007603 1.740814 2.590460 -0.79 0.51 -1.91
H 1.096449 3.049604 1.248800 -0.76 -0.99 0.82
H -0.429523 2.673692 2.184722 0.12 -0.08 -0.67
H -1.171699 0.521397 2.221660 0.18 -0.37 -0.83
H -1.231204 -0.503418 0.688149 -0.46 1.09 0.58
H -2.082150 1.139252 0.834382 0.71 -0.65 0.06
H 0.564245 2.515079 -0.932418 0.26 0.36 -1.35
H -1.088541 2.775820 -0.401357 0.79 -0.96 -0.47
H -0.790469 1.400037 -1.478169 -0.22 -0.97 -1.28
H 0.832957 -5.358219 -2.061154 1.12 -2.33 -0.33
H -0.839869 -4.786516 -2.388405 3.02 0.47 1.03

2.
36
Properties=species:S:1:pos:R:3:forces:R:3 method="wB97M-V/def2-TZVPD" lumo_ev="-1.162 / -1.220" de_lowest_kcal_mol=28.71 homo_lumo_gap_ha="0.2509 / 0.2517" multiplicity=1
Pt 0.258679 -0.646791 -0.882998 -0.23 -0.18 0.89
C 1.640356 -1.216809 -4.210184 0.02 -0.07 0.05
Se 2.122254 -0.171657 -2.656163 0.41 -0.10 0.19
C 1.399882 1.525326 -3.242326 -0.11 0.15 -0.13
C -0.115964 1.585997 -3.180210 0.05 0.17 -0.11
Se -0.684076 1.473121 -1.329581 0.28 -0.23 0.14
C -2.528521 0.992115 -1.647530 -0.06 0.13 0.02
H 2.242452 -0.863930 -5.043658 -0.04 -0.05 -0.04
H 0.573311 -1.154588 -4.388157 -0.02 0.01 -0.01
H 1.891188 -2.246729 -3.967095 0.00 -0.02 -0.05
H 1.745968 1.701807 -4.260128 -0.01 -0.03 -0.02
H 1.873522 2.269379 -2.601644 -0.08 0.09 -0.01
H -0.592637 0.733530 -3.661368 0.05 -0.01 -0.11
H -0.493415 2.520620 -3.594985 -0.03 0.01 -0.01
H -3.007734 1.821949 -2.162752 -0.03 -0.01 0.01
H -2.985341 0.836959 -0.672840 0.00 -0.03 -0.02
H -2.517238 0.081456 -2.237973 -0.05 -0.03 -0.03
O -0.271010 -4.068193 -2.182602 -0.15 0.03 -0.14
As -1.594440 -2.918442 -2.322819 0.41 0.15 -0.33
O -2.654440 -3.434367 -3.448295 0.26 0.22 0.40
O -0.916827 -1.368086 -2.589931 -0.35 -0.64 -0.24
C -2.438840 -2.805751 -0.566247 -0.13 -0.03 0.28
C -3.819463 -2.959820 -0.705636 0.03 -0.02 0.16
C -4.672286 -2.873734 0.385722 -0.01 -0.02 -0.02
C -4.157386 -2.649203 1.650203 -0.04 0.00 0.03
C -2.790485 -2.509623 1.822433 0.07 -0.02 -0.10
C -1.930910 -2.576438 0.726530 -0.16 -0.01 -0.12
S -0.229582 -2.277752 1.185042 0.04 0.66 -0.33
O 0.035635 -2.993110 2.383059 0.17 -0.18 -0.09
O 0.636851 -2.606607 -0.012234 -0.13 0.05 -0.11
O -0.081215 -0.790174 1.299180 -0.16 -0.12 -0.03
H 0.271320 -3.889088 -1.399322 -0.09 0.11 -0.01
H -4.208298 -3.168142 -1.694980 0.00 0.01 -0.02
H -5.738668 -2.997820 0.244790 0.02 0.00 0.00
H -4.811951 -2.594065 2.511147 0.02 0.00 -0.03
H -2.389038 -2.355485 2.815702 0.07 0.00 -0.05

3.
18
Properties=species:S:1:pos:R:3:forces:R:3 method="wB97M-V/def2-TZVPD" lumo_ev=-3.092 de_lowest_kcal_mol=17.02 homo_lumo_gap_ha=0.4430 multiplicity=1 total_charge=+1
O 0.477740 1.455148 1.628633 -0.08 0.09 0.01
C -0.397463 0.369318 1.920296 0.74 -0.17 0.37
C -0.668713 -0.250859 0.567685 -0.06 0.20 -0.25
N 0.644299 -0.379129 -0.158052 -0.89 -0.87 -0.28
C 0.525785 -0.923223 -1.615212 0.73 0.88 1.20
C -0.651651 -0.324290 -2.346228 0.52 -0.28 -0.77
H 0.590513 2.033276 2.390951 -0.03 -0.08 -0.01
H -1.300719 0.707158 2.414724 -0.33 -0.04 -0.14
H 0.099560 -0.344084 2.591695 -0.05 0.02 -0.06
H -1.289030 0.433166 -0.001324 -0.03 -0.06 -0.16
H -1.126310 -1.241425 0.572760 -0.03 0.15 0.26
H 1.126339 0.514386 -0.080758 0.07 0.21 -0.10
H 1.182997 -1.067982 0.364457 0.33 0.18 0.01
H 0.471700 -1.998075 -1.457001 -0.07 -0.02 -0.41
H 1.498189 -0.641452 -2.028777 -0.24 -0.28 -0.24
H -0.466241 -0.400868 -3.420103 0.09 -0.23 0.04
H -0.736107 0.756246 -2.198420 -0.33 -0.25 0.34
H -1.535510 -0.927986 -2.160851 -0.35 0.55 0.19

4.
14
Properties=species:S:1:pos:R:3:forces:R:3 method="wB97M-V/def2-TZVPD" lumo_ev=0.779 de_lowest_kcal_mol=62.78 homo_lumo_gap_ha=0.3780 multiplicity=1
O -1.020863 -0.229053 1.913928 0.43 -0.28 -0.12
C -0.077242 -0.930873 1.624774 -0.28 0.24 0.07
C 0.594114 -1.003920 0.293597 -0.03 -0.19 0.12
C 0.024159 -0.551530 -0.998165 -0.13 -0.22 -0.26
C -0.903480 0.650743 -0.887135 -0.09 0.01 -0.02
C 0.279589 1.344360 -0.182460 -0.02 0.27 0.10
N 1.182581 0.166246 -0.404048 0.18 0.13 0.02
H 0.376000 -1.593369 2.391264 -0.07 0.02 -0.07
H 1.277042 -1.848502 0.220140 -0.10 0.13 0.02
H 0.137476 -1.180049 -1.879544 -0.01 0.08 0.16
H -1.825975 0.519286 -0.321050 0.14 0.01 -0.09
H -1.120418 1.083063 -1.866940 0.04 -0.06 0.15
H 0.138985 1.614633 0.866173 0.02 -0.02 -0.15
H 0.688789 2.197186 -0.727871 -0.07 -0.13 0.08